Density functional theory data (ωB97M-V/def2-TZVPD) for one molecule with the formula C5H6O.

Last column: Mulliken charge in e.
Geometry (Å):
C  -1.5115  0.3846  -0.2770  -1.11
C  -0.5835  -0.7996  0.0107  -0.29
C  0.8531  -0.4075  -0.0728  0.43
C  1.9496  -0.7942  -0.7568  -0.54
C  1.6906  0.5683  0.5146  0.20
O  1.6609  1.4791  1.3105  -0.54
H  -1.3405  1.1947  0.4390  0.32
H  -1.3455  0.7786  -1.2846  0.33
H  -2.5578  0.0731  -0.2020  0.33
H  -0.7729  -1.6222  -0.6874  0.30
H  -0.7742  -1.1827  1.0201  0.25
H  2.7315  0.3277  -0.0142  0.31

ΔE to the lowest compared entry with this formula, charge and spin = 98.4 kcal/mol
largest force on an atom = 0.5 eV Å⁻¹
HOMO = -9.619 eV